No. 1
This record from the Open Molecules 2025 dataset describes a cluster of 9 separate species, C2H22N2O9 in total at a distorted geometry. The level of theory is wB97M-V/def2-TZVPD.

Structure (ORCA input):
```
! RIJCOSX wB97M-V def2-TZVPD def2/J DEFGRID3
* xyz 0 1
N -1.417 1.981 -1.454
C -0.147 2.219 -0.749
C -0.340 2.495 0.731
N -0.924 3.672 1.115
O 0.087 1.719 1.567
H -1.748 2.875 -1.798
H -1.239 1.372 -2.243
H 0.363 1.263 -0.722
H 0.598 2.899 -1.161
H -1.448 4.204 0.444
H -1.201 3.635 2.084
O 2.940 -2.033 2.352
H 3.460 -1.247 2.198
H 2.429 -2.330 1.576
O 1.500 -3.424 0.544
H 1.563 -4.349 0.814
H 0.605 -3.214 0.874
O -4.301 -0.805 1.450
H -3.949 -0.183 0.804
H -3.567 -1.429 1.463
O -1.988 -0.424 -0.276
H -1.791 0.517 -0.365
H -1.437 -0.775 -0.984
O -0.177 -1.595 1.729
H 0.635 -1.092 1.836
H -0.866 -0.920 1.728
O 0.921 -3.349 -2.469
H 0.971 -4.051 -1.815
H 1.815 -3.137 -2.742
O 0.617 -0.089 -3.117
H 0.374 -1.025 -3.084
H 0.144 0.265 -3.877
O 2.640 2.014 -0.721
H 3.581 1.859 -0.809
H 2.231 1.355 -0.157
*
```

Energy relative to the best compared isomer or geometry (same formula, charge and spin), kcal per mole: 2.03
HOMO, eV: -9.95
F_max, eV/A: 1.26
Gap between HOMO and LUMO, eV: 10.12

=====

No. 2
This record from the Open Molecules 2025 dataset describes a cluster of 6 separate species, C4H22N2O5S2 in total at a distorted geometry. The level of theory is wB97M-V/def2-TZVPD.

Structure (ORCA input):
```
! RIJCOSX wB97M-V def2-TZVPD def2/J DEFGRID3
* xyz 0 1
C -3.486 0.349 1.083
N -1.984 0.314 1.145
C -1.317 1.526 1.231
C 0.220 1.374 0.501
N 0.741 2.653 0.071
C 0.038 0.320 -0.878
S 1.474 -0.266 -1.723
S 3.203 0.596 -1.679
H -3.900 1.406 1.002
H -3.728 -0.222 0.145
H -3.923 -0.101 2.023
H -1.776 -0.373 1.831
H -1.186 1.770 2.342
H -1.681 2.445 0.868
H 1.004 1.213 1.222
H 1.018 3.397 0.696
H 0.558 2.962 -0.832
H -0.659 0.857 -1.615
H -0.758 -0.495 -0.602
H 3.404 1.742 -2.251
O -1.566 -4.038 2.182
H -1.083 -4.770 1.819
H -1.399 -3.824 3.016
O -1.719 1.907 -3.082
H -1.042 2.530 -3.448
H -1.642 1.077 -3.539
O 1.905 1.125 4.522
H 2.158 0.626 3.881
H 1.021 1.201 4.876
O -0.928 -3.495 -2.183
H -1.091 -2.899 -1.557
H -0.010 -3.358 -2.411
O -0.522 -1.595 1.604
H -0.328 -1.634 0.653
H -1.185 -2.249 1.826
*
```

Energy relative to the best compared isomer or geometry (same formula, charge and spin), kcal per mole: 122.79
HOMO, eV: -7.72
F_max, eV/A: 9.41
Gap between HOMO and LUMO, eV: 8.03

=====

No. 3
This record from the Open Molecules 2025 dataset describes a structure of composition C13H33F3LiN3O6S at a distorted geometry. The level of theory is wB97M-V/def2-TZVPD.

Structure (ORCA input):
```
! RIJCOSX wB97M-V def2-TZVPD def2/J DEFGRID3
* xyz 0 1
Li 0.273 0.235 -0.750
C -0.614 4.625 -0.252
F -0.453 5.074 -1.499
F 0.601 4.496 0.302
F -1.258 5.559 0.426
S -1.537 3.023 -0.215
O -2.270 2.990 -1.461
O -0.443 2.053 -0.157
O -2.327 3.116 0.981
C -3.026 -0.306 1.138
C -1.802 -1.067 1.670
C -1.860 -2.545 1.410
O -2.992 -3.156 1.957
C -2.882 -3.484 3.325
N -0.571 -0.508 1.106
H -3.120 0.680 1.583
H -3.918 -0.909 1.306
H -2.912 -0.178 0.056
H -1.849 -0.922 2.765
H -0.902 -3.006 1.701
H -1.912 -2.724 0.324
H -3.574 -4.297 3.539
H -3.107 -2.633 3.976
H -1.875 -3.842 3.577
H 0.218 -1.101 1.370
H -0.356 0.380 1.554
C 3.064 1.864 0.503
C 3.084 0.372 0.772
C 2.598 -0.007 2.149
O 2.288 -1.389 2.173
C 1.760 -1.797 3.420
N 2.290 -0.304 -0.308
H 3.686 2.127 -0.355
H 3.428 2.438 1.358
H 2.064 2.246 0.273
H 4.115 0.028 0.620
H 1.720 0.581 2.442
H 3.425 0.192 2.845
H 1.026 -1.082 3.805
H 2.560 -1.935 4.154
H 1.267 -2.758 3.271
H 2.361 -1.314 -0.251
H 2.737 -0.046 -1.185
C -0.413 -1.786 -4.294
C 0.246 -1.045 -3.120
C 0.128 0.433 -3.423
O 1.005 1.213 -2.610
C 0.838 2.587 -2.909
N -0.463 -1.388 -1.843
H -0.432 -2.864 -4.137
H 0.059 -1.574 -5.255
H -1.446 -1.440 -4.405
H 1.269 -1.403 -3.011
H -0.909 0.751 -3.254
H 0.398 0.624 -4.466
H -0.210 2.886 -2.848
H 1.196 2.801 -3.927
H 1.430 3.173 -2.212
H -1.463 -1.372 -2.030
H -0.236 -2.363 -1.673
*
```

Energy relative to the best compared isomer or geometry (same formula, charge and spin), kcal per mole: 0.00
HOMO, eV: -9.31
F_max, eV/A: 1.58
Gap between HOMO and LUMO, eV: 9.25

=====

No. 4
This record from the Open Molecules 2025 dataset describes an isolated molecule of C3H5NO at a distorted geometry. The level of theory is wB97M-V/def2-TZVPD.

Structure (ORCA input):
```
! RIJCOSX wB97M-V def2-TZVPD def2/J DEFGRID3
* xyz 0 1
C -0.290 1.184 -1.459
N -0.649 0.328 -0.586
C 0.345 -0.555 -0.072
C -0.015 -0.708 1.390
O 1.158 -1.168 -0.733
H -0.967 1.912 -1.692
H 0.727 1.294 -1.919
H -0.983 -0.056 1.517
H 0.851 -0.349 2.042
H -0.177 -1.882 1.513
*
```

Energy relative to the best compared isomer or geometry (same formula, charge and spin), kcal per mole: 31.88
HOMO, eV: -9.85
F_max, eV/A: 2.81
Gap between HOMO and LUMO, eV: 10.14

=====

No. 5
This record from the Open Molecules 2025 dataset describes an isolated molecule of C4H9NO at a distorted geometry. The level of theory is wB97M-V/def2-TZVPD.

Structure (ORCA input):
```
! RIJCOSX wB97M-V def2-TZVPD def2/J DEFGRID3
* xyz 0 1
C 1.344 -0.411 1.431
C 0.688 -0.580 0.027
N -0.209 0.616 -0.160
C -0.498 0.726 -1.613
C -1.491 0.273 0.406
O -2.000 0.904 1.283
H 1.733 0.587 1.579
H 2.068 -1.191 1.666
H 0.512 -0.613 2.114
H 0.218 -1.555 0.066
H 1.419 -0.480 -0.771
H -0.869 -0.201 -2.064
H 0.338 1.037 -2.239
H -1.255 1.506 -1.718
H -1.999 -0.619 -0.005
*
```

Energy relative to the best compared isomer or geometry (same formula, charge and spin), kcal per mole: 42.90
HOMO, eV: -9.85
F_max, eV/A: 2.70
Gap between HOMO and LUMO, eV: 10.89

=====

Look up the energy relative to the best compared isomer or geometry (same formula, charge and spin) of the fourth one.
31.88 kcal per mole

=====

F_max of number 4 (C3H5NO)?
2.81 eV/A

=====

F_max of number 2 (C4H22N2O5S2)?
9.41 eV/A

=====

What is the formula in the fourth record?
C3H5NO